Computed, not measured: 2 unconnected molecules or ions with the total composition C5H10FIO in a non-equilibrium geometry, with wB97M-V/def2-TZVPD.

Summary:
- Energy relative to the best compared isomer or geometry (same formula, charge and spin): 0.254 eV
- Highest occupied orbital energy: -0.3209 hartree
- Lowest unoccupied orbital energy: 0.0157 Ha
- Strongest force on any atom: 0.1011 hartree/bohr
- Energy: -18210.70858 eV
- Orbital gap: 9.16 eV

CARTESIAN COORDINATES (ANGSTROEM)
C  1.020  -1.046  2.950
C  0.614  -1.261  1.618
F  1.356  -2.068  0.788
O  -0.487  -0.789  1.112
C  -0.477  -0.644  -0.310
C  -1.607  0.266  -0.872
C  -0.949  1.656  -0.972
H  0.611  -0.336  3.610
H  1.957  -1.463  3.306
H  -0.542  -1.706  -0.705
H  0.507  -0.064  -0.629
H  -1.930  -0.005  -1.827
H  -2.445  0.278  -0.177
H  -0.824  1.902  0.064
H  0.008  1.497  -1.400
H  -1.600  2.326  -1.530
I  2.445  1.180  -3.168
H  2.342  0.278  -1.857

Löwdin atomic charge list, values in e, 2 entries: number 1, C, carries 0.090; number 2, C, carries -0.418


Computed, not measured: a single C5H10FN molecule in a non-equilibrium geometry, with wB97M-V/def2-TZVPD.

Summary:
- Energy relative to the best compared isomer or geometry (same formula, charge and spin): 1.602 eV
- Highest occupied orbital energy: -0.3256 hartree
- Lowest unoccupied orbital energy: 0.0372 Ha
- Strongest force on any atom: 0.1118 hartree/bohr
- Energy: -9553.01565 eV
- Orbital gap: 9.87 eV

CARTESIAN COORDINATES (ANGSTROEM)
F  2.257  -0.126  -0.119
C  0.929  -0.076  -0.395
C  0.414  1.318  0.085
C  -1.058  1.098  0.297
N  -1.657  0.056  -0.543
C  -1.146  -1.149  0.047
C  0.284  -1.036  0.516
H  0.788  -0.444  -1.430
H  0.568  2.078  -0.637
H  0.762  1.465  1.175
H  -1.204  0.949  1.321
H  -1.545  2.093  -0.084
H  -2.609  -0.102  -0.579
H  -1.075  -1.971  -0.680
H  -1.967  -1.486  0.727
H  0.702  -2.056  0.285
H  0.335  -0.707  1.480

Löwdin atomic charge list, values in e, 2 entries: number 1, F, carries -0.009; number 2, C, carries -0.369